Entry 1:
Here is 11 unconnected molecules or ions with the total composition C6H32O10 from the OMol25 dataset. Energies are from ωB97M-V/def2-TZVPD.

Each line ends with the Mulliken charge.
Atoms and positions in Å:
H -0.54 0.33 -2.50  0.27
H -2.72 -1.89 -1.19  0.31
H -3.75 0.80 1.43  0.33
C -1.67 0.82 1.83  0.36
H -2.86 2.23 0.67  0.20
H -0.15 2.98 0.59  0.32
O -0.16 -2.75 -2.50  -0.73
H -3.22 2.10 2.52  0.38
H 0.89 1.23 -0.92  -0.45
H -2.82 2.84 -1.82  0.30
C -0.44 1.57 2.06  0.66
H 0.51 -1.46 -0.07  0.35
C 0.79 0.87 0.10  1.10
O 3.25 -2.19 1.51  -0.61
O -2.61 -1.13 -1.79  -0.57
H 2.38 2.68 -3.00  0.31
H 0.73 -3.30 1.30  0.55
H -2.00 0.16 2.60  0.49
H -2.82 -2.95 1.32  0.27
O 1.16 -3.80 2.02  -0.72
H 0.77 2.70 3.32  0.27
H 1.33 2.64 1.33  0.46
H 3.57 -2.95 1.02  0.27
H -0.09 -0.08 -3.91  0.31
H 1.57 -4.61 1.70  0.27
H -1.61 0.18 0.94  -0.74
O 1.85 3.23 -2.41  -0.63
H 1.74 2.66 -1.63  0.38
H -3.54 -0.95 -1.99  0.25
H -0.22 1.54 4.26  0.34
H 3.84 0.45 0.16  0.28
H -1.09 -2.49 -2.55  0.35
H -1.68 3.78 -2.38  0.29
O -2.46 -2.20 0.84  -0.62
H 0.03 0.10 0.05  -1.03
C 0.03 1.91 3.28  -1.16
H 4.72 1.82 0.09  0.28
O -1.92 2.87 -2.17  -0.58
C -3.00 1.60 1.57  -1.24
H 0.43 -2.07 -2.81  0.34
H -1.49 -2.39 0.78  0.42
O 0.09 -2.33 -0.03  -0.87
C 0.49 2.14 0.88  -0.60
O 0.23 0.04 -3.01  -0.66
H -0.02 -2.77 -0.94  0.42
O 3.85 1.41 0.17  -0.59
H 2.60 -2.55 2.14  0.34
H 1.76 0.44 0.34  0.28

Values from the calculation:
- E_tot: -1000.13066 Eh
- Structure (SMILES): C=C(CC)CC.O.O.O.O.O.O.O.O.O.O
- 2S+1: 1

Entry 2:
Here is 12 unconnected molecules or ions with the total composition C6H33NO12 from the OMol25 dataset. Energies are from ωB97M-V/def2-TZVPD.

Each line ends with the Mulliken charge.
Atoms and positions in Å:
O 2.52 -0.67 2.21  -0.63
H -0.14 -2.19 2.42  0.34
H -3.40 0.34 3.43  0.30
O 0.61 1.04 2.17  -0.57
C -0.91 -1.66 -1.39  -1.06
H -1.18 -2.71 -1.14  0.43
H -1.16 -0.02 4.35  0.32
O 0.29 2.79 0.24  -0.70
H 1.19 2.18 -3.31  0.38
C 1.40 -2.64 -0.87  -1.40
H -1.38 -1.73 -2.40  0.39
H -2.69 1.57 2.77  0.29
H 1.16 3.16 0.02  0.53
H -0.64 -2.84 3.73  0.29
N 2.50 0.08 -1.51  -0.56
O -1.96 2.53 -1.18  -0.59
H 2.87 -0.40 -0.67  0.33
H 0.73 1.98 2.41  0.22
H 1.82 0.00 2.48  0.48
H 1.08 -2.98 0.16  0.18
H -2.32 3.41 -1.02  0.26
O -0.31 -3.04 2.85  -0.71
H -2.40 -4.20 0.60  0.28
H 2.44 -2.45 -0.58  0.38
H -1.69 -3.54 1.76  0.37
H 2.38 -1.39 2.85  0.30
H -0.23 2.74 -2.79  0.31
C 1.13 -0.26 -1.49  -0.08
O -2.64 0.92 3.48  -0.60
O -0.53 -0.75 4.21  -0.65
O -3.62 0.48 -0.91  -0.65
H 2.69 1.08 -1.36  0.13
O 0.69 2.94 -2.97  -0.74
H 0.36 0.34 -2.01  0.31
H 2.36 0.21 -2.97  0.52
O 1.83 0.33 -3.78  -0.72
H -3.52 -1.48 -1.11  0.40
H -2.72 1.90 -1.08  0.31
H 2.44 0.08 -4.48  0.27
H 0.08 -0.27 3.62  0.25
H -1.31 -0.90 0.62  -0.06
H -0.15 2.75 -0.64  0.11
H 3.29 4.16 -1.32  0.29
O 2.62 3.49 -1.09  -0.72
H 1.41 -3.43 -1.62  0.32
C -3.00 -0.57 -0.80  -0.04
C 0.60 -1.48 -1.32  0.34
O -2.20 -3.33 0.95  -0.58
H 1.92 3.47 -1.77  0.40
C -1.58 -0.65 -0.41  1.87
H -1.19 0.36 -0.54  -1.16
H 0.47 1.25 1.19  0.32

Values from the calculation:
- E_tot: -1206.00620 Eh
- Structure (SMILES): C/C(=C\N)CCC=O.O.O.O.O.O.O.O.O.O.O.O
- 2S+1: 1

Entry 3:
Here is 11 unconnected molecules or ions with the total composition C6H34O11 from the OMol25 dataset. Energies are from ωB97M-V/def2-TZVPD.

Each line ends with the Mulliken charge.
Atoms and positions in Å:
H 6.93 5.83 12.65  0.29
H 5.09 9.85 5.31  0.32
H 9.90 5.61 12.16  0.27
O 4.84 7.83 10.07  -0.60
H 8.67 7.61 12.25  0.20
H 8.25 6.20 6.67  0.02
O 6.76 9.62 11.05  -0.71
H 5.21 6.17 10.92  0.35
H 7.55 6.00 8.33  0.23
C 9.63 7.52 11.75  -0.40
H 8.90 4.00 5.42  0.17
H 9.66 8.07 10.81  0.06
H 7.31 6.05 10.90  -0.08
H 5.45 8.45 10.54  0.45
H 7.22 7.48 7.43  -0.35
C 6.79 5.39 11.63  -0.21
H 7.19 4.36 11.64  0.27
O 5.44 5.30 11.25  -0.57
H 3.94 8.08 10.31  0.23
H 9.34 5.28 4.14  0.23
H 5.80 7.50 4.94  0.28
O 9.09 7.46 8.13  -0.22
H 7.47 9.14 11.49  0.29
H 10.21 5.29 9.79  0.36
H 6.80 9.17 8.99  -0.12
H 11.20 5.51 5.24  0.27
O 9.32 7.64 4.59  -0.61
C 7.14 9.96 9.71  0.05
H 5.17 6.65 8.60  0.30
C 9.67 4.41 4.76  -0.52
H 10.57 10.39 7.33  0.30
C 5.92 9.27 5.74  -0.40
C 7.95 6.71 7.60  0.14
O 9.94 10.29 8.02  -0.66
H 10.36 8.05 12.35  0.37
H 9.73 7.91 5.39  0.28
H 8.48 8.14 4.62  0.28
H 9.75 9.32 8.08  0.29
H 10.04 3.51 4.25  0.27
H 8.23 9.86 9.59  0.11
O 10.63 4.91 5.70  -0.45
O 5.11 5.87 8.01  -0.63
O 10.00 6.13 11.38  -0.49
H 9.80 6.83 8.36  0.23
O 10.14 5.03 8.84  -0.63
H 11.05 4.85 8.56  0.30
H 6.75 9.93 5.98  0.23
O 6.41 8.24 4.91  -0.46
H 6.72 10.92 9.45  0.30
H 5.13 5.16 8.64  0.33
H 5.55 8.87 6.69  0.08

Values from the calculation:
- E_tot: -1076.52968 Eh
- Structure (SMILES): CO.CO.CO.CO.CO.CO.O.O.O.O.O
- 2S+1: 1

Entry 4:
Here is 11 unconnected molecules or ions with the total composition C6H35NO10 from the OMol25 dataset. Energies are from ωB97M-V/def2-TZVPD.

Each line ends with the Mulliken charge.
Atoms and positions in Å:
H -0.96 -4.56 0.72  0.29
H -3.34 0.98 0.91  0.32
C 1.20 -0.01 2.63  -1.72
H 0.45 0.55 -2.64  0.43
H 0.71 0.31 -4.00  0.36
H 3.29 0.24 0.51  0.23
O 1.28 0.47 -3.22  -0.69
C 0.34 0.50 1.46  1.01
C 2.36 0.04 -0.06  -2.00
H -1.97 1.05 -2.62  0.28
O -3.20 1.07 1.86  -0.68
H -1.64 -0.57 1.93  0.90
H 1.74 0.87 3.07  0.37
H -2.63 1.86 1.91  0.31
H -1.39 -0.21 0.27  -0.13
H -0.64 -1.44 0.86  0.33
H 2.84 -1.63 -1.78  0.37
O -2.35 -1.84 -1.60  -0.53
H 2.19 -1.05 -0.02  0.62
H 0.59 1.01 -0.70  -0.66
H -1.36 -2.03 3.33  0.31
H -2.38 2.59 -0.41  0.38
H 3.15 2.46 -0.86  0.31
H 2.80 0.37 -1.01  0.64
H -0.36 2.96 1.33  0.39
O -3.11 2.32 -1.00  -0.62
N 1.52 2.37 0.49  -0.47
H 0.53 -4.62 0.73  0.31
H 1.73 -0.98 -2.57  0.46
H -0.07 1.45 1.79  -0.25
H 0.75 -2.77 -1.20  0.34
H 2.16 2.33 1.28  0.24
O -0.88 -2.72 3.79  -0.67
H 2.06 -0.55 2.19  0.27
H -3.29 -1.84 -1.41  0.24
H 2.38 4.05 -0.48  0.32
O -0.23 -4.73 1.32  -0.62
H -1.22 4.20 0.48  0.27
H 1.63 2.76 -1.59  0.31
O -1.15 3.42 1.03  -0.76
H -3.41 3.21 -1.26  0.29
C -0.83 -0.43 1.22  -1.62
O 2.05 -1.87 -2.26  -0.85
H -0.01 -3.82 -1.99  0.24
C 2.22 2.99 -0.68  -0.93
H -2.07 -2.63 -2.06  0.25
C 1.18 0.92 0.22  1.75
H -0.54 -3.37 3.16  0.36
O -0.08 -3.28 -1.20  -0.53
H 0.64 -0.49 3.40  0.55
O -1.18 0.48 -2.74  -0.68
H -1.49 -0.41 -2.51  0.38

Values from the calculation:
- E_tot: -1056.70215 Eh
- Structure (SMILES): CN[C@@H](C)C(C)C.O.O.O.O.O.O.O.O.O.O
- 2S+1: 1

Entry 5:
Here is 11 unconnected molecules or ions with the total composition C6H35NO10 from the OMol25 dataset. Energies are from ωB97M-V/def2-TZVPD.

Each line ends with the Mulliken charge.
Atoms and positions in Å:
H 1.14 -1.64 -1.87  0.12
C 0.14 -2.48 -0.17  0.49
O -4.01 2.05 -0.30  -0.64
H 3.30 -0.18 -2.68  0.24
H 1.55 4.17 0.51  0.33
H 1.17 -4.41 0.15  0.46
O 0.86 1.57 -2.00  -0.71
N -0.25 -0.96 1.64  -0.21
H 1.50 1.09 1.30  0.01
H -2.94 -0.02 -2.74  0.27
H 0.55 -3.44 1.71  0.39
H -2.17 2.25 -2.56  0.29
O 2.24 3.56 0.00  -0.62
H -3.01 -2.44 -0.45  0.27
H 3.76 0.19 -1.20  0.25
H 0.96 -3.44 -1.81  0.49
H -1.11 0.98 2.52  0.25
O 2.57 -0.45 2.97  -0.77
H 2.13 -3.24 0.99  0.27
H -0.72 1.70 -2.56  0.34
H 3.82 0.71 1.79  0.32
H -0.36 -2.22 -2.18  0.18
C 0.45 -1.03 0.33  -0.18
O -2.55 -1.58 -0.39  -0.43
H -3.03 -1.31 -3.52  0.24
H -3.67 1.68 0.45  0.30
H -1.21 -1.19 1.69  0.37
O -1.65 1.49 -2.70  -0.58
H 1.56 -0.69 0.44  0.42
O 3.82 1.33 1.05  -0.65
H 0.21 0.44 3.25  0.52
C 0.54 1.54 1.42  0.12
H 1.50 1.72 -2.66  0.19
H -0.82 -2.92 0.00  0.24
H 1.95 -1.17 2.71  0.39
C 0.51 -2.54 -1.63  -1.17
H -3.64 1.39 -1.04  0.32
H -3.01 -0.95 -0.96  0.22
H 3.75 2.25 1.49  0.30
C -0.18 0.54 2.19  -1.49
H -3.57 -1.19 1.86  0.25
C 1.11 -3.50 0.77  -1.48
H 1.22 0.96 -1.35  0.33
O 3.07 0.32 -1.88  -0.59
H 1.71 3.25 -0.70  0.27
H 0.10 -0.21 -0.27  0.11
O -3.14 -0.53 2.33  -0.56
H 0.60 2.60 1.74  0.27
O -3.09 -0.93 -2.71  -0.58
H 1.90 0.32 3.02  0.38
H 0.04 1.78 0.42  0.16
H -3.82 0.12 2.50  0.27

Values from the calculation:
- E_tot: -1056.59890 Eh
- Structure (SMILES): CCNCC(C)C.O.O.O.O.O.O.O.O.O.O
- 2S+1: 1